(1)
Molecular formula: C11H10IrN3O7S
Method: DFT, the ωB97M-V functional and the def2-TZVPD basis

Results
Relative energy (zero: lowest compared OMol25 entry of this formula, charge and spin) ... 68.9 kcal/mol
HOMO-LUMO gap (alpha / beta) ... 7.72 / 7.72 eV
HOMO level (alpha / beta) ... -0.3534 / -0.3530 Ha

```
33
C11H10IrN3O7S the ωB97M-V functional and the def2-TZVPD basis
Ir -0.114 -0.355 -0.490
O -1.264 2.391 2.713
C -0.747 1.671 1.886
O -1.288 1.074 0.915
C 0.786 1.433 1.990
C 1.579 1.995 2.981
C 2.944 1.745 2.948
C 3.466 0.932 1.951
C 2.593 0.394 1.016
N 1.299 0.659 1.053
C 3.024 -0.565 -0.123
O 4.210 -0.737 -0.308
O 2.047 -1.104 -0.721
H 1.114 2.606 3.738
H 3.593 2.181 3.690
H 4.518 0.702 1.876
C -3.124 1.214 -2.123
S -1.866 0.008 -2.591
O -0.559 0.693 -2.394
O -2.121 -0.408 -3.935
O -1.958 -1.082 -1.577
H -3.130 1.995 -2.872
H -2.861 1.600 -1.148
H -4.073 0.699 -2.095
N 0.302 -3.555 2.571
C -0.920 -3.105 2.983
C -1.250 -2.088 2.137
N -0.249 -1.922 1.231
C 0.669 -2.818 1.511
H 0.834 -4.308 2.979
H -1.446 -3.525 3.813
H -2.126 -1.474 2.121
H 1.585 -2.943 0.968
```

These are the Mulliken partial charges, in e, on atoms 1 to 5:
1. Ir 1.93
2. O -0.68
3. C 0.09
4. O -0.74
5. C 0.50



(2)
Molecular formula: C11H10N2O
Method: DFT, the ωB97M-V functional and the def2-TZVPD basis

Results
Relative energy (zero: lowest compared OMol25 entry of this formula, charge and spin) ... 106.1 kcal/mol
HOMO-LUMO gap ... 9.00 eV
SMILES ... COC1=C[C@H]2[C@H](C#N)C[C@@]2(C#N)C=C1
HOMO level ... -0.3292 Ha

```
24
C11H10N2O the ωB97M-V functional and the def2-TZVPD basis
C 2.589 -2.306 -0.070
C 2.741 1.881 0.662
C -0.458 1.407 -0.909
C 0.829 1.843 -0.964
C -0.232 -0.257 0.881
C -1.054 0.437 0.060
C 2.793 -0.014 -0.912
C 1.809 -1.146 -0.473
C 1.216 -0.288 0.658
C 1.968 1.108 -0.282
C -3.011 -0.463 0.898
N 3.137 -3.271 0.251
N 3.314 2.559 1.374
O -2.368 0.363 -0.059
H -1.162 1.861 -1.428
H 0.966 2.651 -1.501
H -0.664 -0.633 1.812
H 3.673 -0.009 -0.421
H 3.007 0.171 -2.044
H 1.304 -1.608 -1.326
H 1.909 -0.442 1.592
H -3.794 -0.987 0.196
H -3.473 0.096 1.808
H -2.362 -1.315 1.298
```

These are the Mulliken partial charges, in e, on atoms 1 to 5:
1. C -0.26
2. C 0.08
3. C -0.91
4. C -1.22
5. C -0.74



(3)
Molecular formula: C11H10N2S
Method: DFT, the ωB97M-V functional and the def2-TZVPD basis

Results
Relative energy (zero: lowest compared OMol25 entry of this formula, charge and spin) ... 63.1 kcal/mol
HOMO-LUMO gap ... 9.55 eV
SMILES ... N#C[C@H](C1=NCCS1)c1ccccc1
HOMO level ... -0.3317 Ha

```
24
C11H10N2S the ωB97M-V functional and the def2-TZVPD basis
C 0.109 -2.645 -0.197
C -3.253 1.092 0.390
C -3.132 0.780 -0.947
C -2.323 0.603 1.351
C -2.106 -0.079 -1.401
C -1.339 -0.199 0.896
C -1.200 -0.571 -0.488
C 1.435 -0.473 -0.321
C 3.303 -0.040 0.747
C 3.087 1.303 -0.028
C -0.028 -1.366 -0.850
N 0.022 -3.699 0.249
N 2.266 -0.975 0.482
S 1.667 1.011 -1.160
H -3.925 1.700 0.847
H -3.738 1.154 -1.624
H -2.468 0.858 2.323
H -2.161 -0.188 -2.402
H -0.702 -0.443 1.691
H 4.319 -0.622 0.743
H 3.320 0.340 1.735
H 2.896 2.225 0.502
H 3.938 1.492 -0.562
H 0.011 -1.258 -1.977
```

These are the Mulliken partial charges, in e, on atoms 1 to 5:
1. C 0.06
2. C -0.43
3. C -0.89
4. C -0.92
5. C -0.45



(4)
Molecular formula: C11H10NO2S
Method: DFT, the ωB97M-V functional and the def2-TZVPD basis

Results
Relative energy (zero: lowest compared OMol25 entry of this formula, charge and spin) ... 8.7 kcal/mol
HOMO-LUMO gap ... 5.33 eV
Total charge ... -1
SMILES ... C[C@@H]([S-])[C@@H]1N=C(c2ccccc2)C(=O)O1
HOMO level ... -0.1025 Ha

```
25
C11H10NO2S the ωB97M-V functional and the def2-TZVPD basis
C -4.123 -0.037 0.599
C -3.576 -1.313 0.560
C -3.155 1.001 0.492
C -2.213 -1.611 0.266
C -1.792 0.778 0.190
C -1.339 -0.576 -0.016
C 2.137 -0.178 -0.779
C 0.779 -1.916 -0.465
C 3.321 0.535 -0.077
C 0.087 -0.708 -0.350
C 3.186 2.038 -0.144
N 0.869 0.327 -0.610
O 2.084 -1.588 -0.687
O 0.422 -3.063 -0.414
S 3.169 -0.061 1.652
H -5.082 0.229 0.916
H -4.190 -2.108 0.942
H -3.546 1.974 0.462
H -1.908 -2.628 -0.053
H -1.064 1.546 0.448
H 2.257 0.001 -1.952
H 4.295 0.171 -0.465
H 2.352 2.301 0.542
H 3.029 2.136 -1.217
H 4.001 2.748 0.162
```

These are the Mulliken partial charges, in e, on atoms 1 to 5:
1. C -0.74
2. C -0.30
3. C -0.35
4. C -0.45
5. C -0.48